# C22H33B2CaF20N6O12S4

A molecular structure, C22H33B2CaF20N6O12S4 (ωB97M-V/def2-TZVPD, the Open Molecules 2025 dataset).

Kohn-Sham gap   5.79 eV
Total charge   -1
Energy   -6407.5672 a.u.
ΔE to the lowest compared entry with this formula, charge and spin   0.0 kcal/mol
LUMO energy   0.55 eV

Each line ends with the Löwdin charge.
Positions of all 100 atoms, in Å:
Ca (-2.10846, 1.67772, -1.39304)  1.60
C (1.51932, -2.37472, 1.38416)  -0.04
C (1.51286, -3.45212, 0.31838)  -0.15
N (2.72721, -3.49972, -0.44110)  -0.02
C (3.23715, -2.47132, -1.21092)  0.00
C (4.30913, -2.93583, -1.88127)  0.02
N (4.54429, -4.25677, -1.47053)  -0.08
C (3.58072, -4.50993, -0.54904)  -0.01
C (5.44912, -5.23876, -2.05977)  0.01
H (2.55207, -2.06657, 1.56515)  0.09
H (1.18114, -2.72403, 2.35770)  0.05
H (0.88449, -1.51884, 1.16262)  0.05
H (0.63897, -3.40252, -0.33524)  0.12
H (1.40586, -4.40416, 0.84582)  0.12
H (2.75873, -1.50392, -1.22930)  0.12
H (4.96847, -2.39839, -2.54099)  0.14
H (3.26554, -5.48230, -0.20065)  0.17
H (5.58722, -6.06825, -1.36593)  0.10
H (6.42471, -4.79190, -2.22249)  0.10
H (4.97120, -5.69871, -2.92238)  0.11
C (0.89233, -4.24930, 4.81864)  -0.06
C (-0.41707, -4.74797, 4.20646)  -0.16
N (-1.11828, -3.65396, 3.49753)  -0.06
C (-1.37561, -3.58609, 2.14317)  -0.03
C (-2.01273, -2.42716, 1.91449)  0.03
N (-2.32356, -1.85600, 3.11918)  -0.03
C (-1.66538, -2.56217, 4.06874)  0.00
C (-2.96813, -0.58619, 3.32965)  0.02
H (0.74007, -3.33036, 5.39044)  0.07
H (1.66902, -3.96948, 4.11222)  0.06
H (1.13940, -4.95489, 5.61286)  0.08
H (-1.12880, -5.05023, 4.98542)  0.12
H (-0.52071, -5.72239, 3.72652)  0.13
H (-1.05986, -4.40547, 1.52132)  0.12
H (-2.33331, -2.01148, 0.96798)  0.16
H (-1.56891, -2.31934, 5.11267)  0.16
H (-2.89987, -0.25473, 4.36630)  0.10
H (-4.02754, -0.70313, 3.10059)  0.09
H (-2.47770, 0.19065, 2.74850)  0.09
C (3.43753, 7.64622, -2.49555)  -0.07
C (2.67425, 6.33731, -2.35149)  -0.15
N (2.94636, 5.58530, -1.12311)  -0.06
C (4.19339, 5.29205, -0.68729)  -0.04
C (4.09040, 4.30150, 0.22338)  -0.02
N (2.76038, 4.00013, 0.35859)  -0.05
C (2.03798, 4.83099, -0.48175)  0.09
C (2.29014, 2.91660, 1.18090)  0.01
H (2.89600, 8.42535, -3.02521)  0.08
H (4.33800, 7.46520, -3.08671)  0.07
H (3.73818, 8.01910, -1.51567)  0.08
H (2.87782, 5.63315, -3.15554)  0.14
H (1.62376, 6.62142, -2.29239)  0.14
H (4.98246, 5.84963, -1.16411)  0.13
H (4.84920, 3.70002, 0.69263)  0.13
H (1.01318, 4.62331, -0.75820)  0.17
H (1.30217, 3.14009, 1.58849)  0.10
H (3.00551, 2.68977, 1.96669)  0.10
H (2.08679, 2.02602, 0.58809)  0.09
B (-0.14120, 0.62078, 0.32757)  -1.34
F (0.02409, 1.80563, -0.43632)  0.05
F (0.45910, 0.62069, 1.58790)  0.14
F (-1.50920, 0.50856, 0.41704)  0.06
F (0.21494, -0.49372, -0.44025)  0.12
B (-2.05188, 4.24139, -2.63614)  -1.36
F (-1.09280, 3.65494, -1.85457)  0.06
F (-3.30463, 3.87904, -2.14866)  0.11
F (-1.91459, 5.63324, -2.69907)  0.11
F (-1.95829, 3.72666, -3.93020)  0.12
C (-6.54278, 1.59348, -0.11887)  -0.63
F (-6.50765, 2.16413, -1.34929)  0.10
F (-5.96651, 2.51211, 0.68379)  0.11
F (-7.81055, 1.40133, 0.23669)  0.14
S (-5.42340, 0.09338, -0.17818)  0.52
O (-5.25243, -0.20208, 1.24712)  -0.36
O (-6.08934, -0.93407, -0.91895)  -0.27
O (-4.12919, 0.61412, -0.67986)  -0.43
C (-1.84554, -3.95560, -1.73064)  -0.62
F (-0.80591, -4.49922, -2.39201)  0.08
F (-1.88210, -4.58475, -0.52768)  0.06
F (-1.57114, -2.65618, -1.48214)  0.10
S (-3.34358, -4.16314, -2.88162)  0.45
O (-2.93136, -3.34344, -4.01164)  -0.32
O (-3.38242, -5.58726, -3.16919)  -0.35
O (-4.44865, -3.60306, -2.13782)  -0.33
C (-2.66410, 3.12936, 3.16471)  -0.64
F (-1.66522, 2.23762, 3.35619)  0.08
F (-3.84032, 2.52639, 3.17413)  0.15
F (-2.59056, 3.97639, 4.19263)  0.12
S (-2.27620, 4.02422, 1.52172)  0.52
O (-3.20908, 5.14226, 1.42891)  -0.30
O (-0.89193, 4.40407, 1.63061)  -0.33
O (-2.41410, 3.01783, 0.46722)  -0.42
C (1.51033, -0.80898, -3.28823)  -0.61
F (2.38418, -0.98864, -4.27359)  0.13
F (1.21212, -2.00143, -2.77467)  0.10
F (2.11341, -0.05698, -2.32693)  0.07
S (-0.15018, 0.00907, -3.93046)  0.55
O (0.31188, 1.19098, -4.66783)  -0.32
O (-0.80446, -1.00658, -4.74174)  -0.28
O (-0.91534, 0.37501, -2.72528)  -0.46

# C21H27N3O4S

C21H27N3O4S in the gas phase (ωB97M-V/def2-TZVPD, the Open Molecules 2025 dataset).

Kohn-Sham gap   9.09 eV
Energy   -1679.8859 a.u.
ΔE to the lowest compared entry with this formula, charge and spin   28.6 kcal/mol
SMILES string   CCN(CC)S(=O)(=O)c1ccc(NC(=O)C[C@@H](NC(C)=O)c2ccccc2)cc1
LUMO energy   0.47 eV

Each line ends with the natural charge from an NBO analysis.
Positions of all 56 atoms, in Å:
C (4.38087, -0.95248, 2.29167)  -0.63
C (5.53087, -0.11309, 1.73381)  -0.23
N (5.68561, -0.16409, 0.29962)  -0.68
C (5.84904, -1.43955, -0.35770)  -0.23
C (7.13880, -2.13916, 0.05914)  -0.61
S (4.93111, 1.03455, -0.57042)  2.34
O (5.13637, 2.26716, 0.13393)  -0.95
O (5.39019, 0.92855, -1.92482)  -0.94
C (3.18201, 0.64710, -0.53099)  -0.36
C (2.67859, -0.32815, -1.36950)  -0.20
C (1.33901, -0.66899, -1.30975)  -0.19
C (0.50093, -0.01819, -0.40495)  0.16
N (-0.85759, -0.31091, -0.27493)  -0.63
C (-1.63438, -1.04524, -1.11345)  0.69
O (-1.22951, -1.62858, -2.09575)  -0.61
C (-3.10687, -1.15425, -0.72032)  -0.50
C (-3.74891, 0.03883, 0.00445)  -0.09
N (-3.47905, 1.29791, -0.66866)  -0.61
C (-2.67349, 2.24258, -0.13987)  0.70
C (-2.62438, 3.53160, -0.91864)  -0.71
O (-2.02499, 2.03848, 0.87228)  -0.66
C (-5.24123, -0.17739, 0.12797)  -0.04
C (-5.82260, -0.35710, 1.37549)  -0.20
C (-7.18718, -0.55682, 1.49363)  -0.20
C (-7.98677, -0.57391, 0.36427)  -0.21
C (-7.41563, -0.39281, -0.88397)  -0.22
C (-6.05146, -0.19746, -1.00147)  -0.17
C (1.02049, 0.97473, 0.43088)  -0.24
C (2.35937, 1.30380, 0.36664)  -0.19
H (3.44204, -0.69496, 1.80716)  0.22
H (4.28481, -0.76438, 3.35784)  0.22
H (4.56813, -2.01410, 2.14868)  0.20
H (5.37538, 0.94155, 1.96490)  0.24
H (6.47205, -0.42690, 2.19666)  0.20
H (5.89059, -1.20714, -1.42265)  0.24
H (4.98772, -2.09839, -0.17419)  0.18
H (7.98074, -1.46443, -0.06615)  0.22
H (7.29395, -3.01568, -0.56445)  0.22
H (7.09531, -2.45789, 1.09756)  0.20
H (3.33808, -0.80296, -2.07792)  0.23
H (0.93585, -1.42290, -1.96453)  0.25
H (-1.31126, 0.24386, 0.44624)  0.43
H (-3.20369, -2.03657, -0.08166)  0.24
H (-3.64960, -1.36882, -1.64306)  0.23
H (-3.32564, 0.13952, 1.01044)  0.24
H (-3.99950, 1.49674, -1.50790)  0.40
H (-3.62291, 3.94953, -1.02579)  0.23
H (-2.21327, 3.34546, -1.90888)  0.24
H (-1.98841, 4.24176, -0.39866)  0.25
H (-5.20359, -0.33940, 2.26076)  0.21
H (-7.62601, -0.69652, 2.47014)  0.22
H (-9.05138, -0.72763, 0.45519)  0.22
H (-8.03371, -0.40576, -1.76933)  0.22
H (-5.61914, -0.06572, -1.98377)  0.19
H (0.36104, 1.49181, 1.11217)  0.24
H (2.78323, 2.07287, 0.99254)  0.24

# C49H47Cl5N4O3P2SSiTl

A molecular structure, C49H47Cl5N4O3P2SSiTl (ωB97M-V/def2-TZVPD, the Open Molecules 2025 dataset).

Kohn-Sham gap   7.02 eV
Total charge   +1
Energy   -6183.8616 a.u.
LUMO energy   -3.66 eV

Each line ends with the natural charge from an NBO analysis.
Positions of all 113 atoms, in Å:
Tl (-0.71623, 0.42425, 0.47946)  1.48
O (-1.13192, -2.52070, -3.63350)  -0.96
S (-0.27328, -1.78451, -2.68809)  1.30
C (1.27327, -2.68375, -2.57179)  -0.29
C (1.61259, -3.60602, -3.54385)  -0.21
C (2.92277, -4.04887, -3.62897)  -0.19
C (3.87684, -3.49917, -2.78640)  -0.19
C (3.51333, -2.60152, -1.79124)  -0.24
C (2.18004, -2.21992, -1.62889)  -0.22
P (1.62023, -1.37895, -0.05146)  0.93
C (3.22340, -0.57333, 0.27364)  -0.35
C (3.45236, 0.58104, -0.46912)  -0.19
C (4.64274, 1.27313, -0.32429)  -0.19
C (5.60963, 0.80988, 0.55684)  -0.22
C (5.38549, -0.34706, 1.29019)  -0.16
C (4.19244, -1.04224, 1.15124)  -0.24
C (1.40427, -2.97137, 0.84447)  -0.38
C (0.21666, -3.17902, 1.54827)  -0.22
C (-0.04146, -4.41004, 2.13644)  -0.22
C (0.89727, -5.43112, 2.06700)  -0.19
C (2.09972, -5.20963, 1.41307)  -0.23
C (2.34243, -3.99860, 0.77968)  -0.14
C (0.49984, -0.37963, -3.59019)  -0.23
C (1.54277, -0.51705, -4.49311)  -0.21
C (2.07173, 0.60512, -5.11078)  -0.18
C (1.55238, 1.86002, -4.83946)  -0.20
C (0.47917, 2.00007, -3.97377)  -0.15
C (-0.05977, 0.88250, -3.34062)  -0.38
P (-1.56983, 0.94251, -2.30100)  0.91
C (-2.02935, 2.70103, -2.48870)  -0.40
C (-3.02225, 3.11560, -3.37177)  -0.14
C (-3.28461, 4.46992, -3.52237)  -0.22
C (-2.57367, 5.40827, -2.79002)  -0.19
C (-1.56961, 4.99913, -1.92374)  -0.21
C (-1.29106, 3.65061, -1.78072)  -0.21
C (-2.75190, 0.08657, -3.41982)  -0.39
C (-2.46720, -0.01460, -4.78166)  -0.12
C (-3.37098, -0.60843, -5.64419)  -0.20
C (-4.57194, -1.10830, -5.16464)  -0.18
C (-4.86792, -1.00016, -3.81644)  -0.20
C (-3.96293, -0.41282, -2.94577)  -0.21
H (0.84496, -3.94325, -4.22999)  0.26
H (3.20444, -4.78417, -4.37012)  0.23
H (4.91674, -3.77747, -2.89553)  0.23
H (4.28284, -2.18564, -1.15663)  0.23
H (2.68370, 0.94308, -1.14467)  0.22
H (4.81367, 2.17513, -0.89582)  0.22
H (6.54485, 1.34372, 0.65871)  0.22
H (6.14173, -0.71028, 1.97419)  0.21
H (4.01407, -1.94433, 1.72440)  0.23
H (-0.47172, -2.35263, 1.68464)  0.27
H (-0.98170, -4.57030, 2.64875)  0.23
H (0.69790, -6.39530, 2.51489)  0.23
H (2.85568, -5.98280, 1.38172)  0.22
H (3.26135, -3.87438, 0.22730)  0.21
H (1.93011, -1.49552, -4.73340)  0.24
H (2.88359, 0.49081, -5.81601)  0.23
H (1.95622, 2.73655, -5.32807)  0.23
H (0.04861, 2.97667, -3.80773)  0.23
H (-3.57486, 2.38941, -3.95111)  0.22
H (-4.03832, 4.79489, -4.22680)  0.23
H (-2.78103, 6.46248, -2.91394)  0.23
H (-0.99066, 5.72858, -1.37213)  0.23
H (-0.48008, 3.32601, -1.14019)  0.22
H (-1.54518, 0.38241, -5.18045)  0.21
H (-3.12800, -0.68705, -6.69496)  0.22
H (-5.27502, -1.58069, -5.83686)  0.23
H (-5.80300, -1.38522, -3.43240)  0.22
H (-4.22603, -0.32866, -1.90225)  0.21
Cl (-3.77139, 1.13645, 0.02720)  0.06
C (-3.04176, 2.57155, 0.62909)  -0.02
C (-1.71651, 2.54002, 1.05934)  -0.41
C (-1.20966, 3.71109, 1.61954)  -0.02
Cl (0.39561, 3.84020, 2.21017)  0.06
C (-1.99504, 4.86863, 1.71536)  -0.11
Cl (-1.37020, 6.28865, 2.44392)  0.07
C (-3.28539, 4.88783, 1.19546)  -0.08
Cl (-4.20883, 6.32830, 1.22269)  0.08
C (-3.81598, 3.72764, 0.64725)  -0.12
Cl (-5.40186, 3.73633, -0.00961)  0.07
N (-2.13157, -1.64315, -0.11824)  -1.08
H (-1.63490, -2.52681, -0.08786)  0.39
H (-2.68916, -1.62000, -0.96653)  0.39
H (-2.74358, -1.60857, 0.69303)  0.41
C (3.14157, 0.35327, 6.00241)  -0.42
N (2.60773, 0.30062, 4.65953)  -0.40
C (2.34889, 1.44470, 3.82431)  -0.31
C (1.76890, 0.77034, 2.58259)  0.69
O (1.42207, 1.38299, 1.57013)  -0.67
N (1.73731, -0.55921, 2.77644)  -0.63
C (2.21059, -0.79680, 4.00552)  0.67
N (2.35236, -2.02298, 4.51319)  -0.77
H (3.54230, 1.34794, 6.17630)  0.23
H (3.95011, -0.37087, 6.11546)  0.21
H (2.37278, 0.15361, 6.75378)  0.21
H (3.26139, 1.98751, 3.56625)  0.24
H (1.63264, 2.13736, 4.27308)  0.24
H (1.88601, -2.76342, 4.00866)  0.43
H (2.48375, -2.14589, 5.50238)  0.41
C (-1.18099, -1.28840, 5.09572)  -1.12
Si (-2.08800, -0.29875, 3.74122)  1.92
C (-2.15998, 1.51963, 4.27170)  -1.13
C (-3.87498, -0.92951, 3.69762)  -1.14
O (-1.35454, -0.54612, 2.33864)  -1.38
H (-1.79074, -1.33270, 5.99955)  0.24
H (-0.22672, -0.82840, 5.36184)  0.21
H (-0.98979, -2.31456, 4.77519)  0.22
H (-2.53357, 1.65805, 5.28670)  0.24
H (-2.82045, 2.07137, 3.59980)  0.23
H (-1.17241, 1.98489, 4.21266)  0.22
H (-4.28179, -0.94831, 4.70998)  0.24
H (-3.95019, -1.94023, 3.29145)  0.22
H (-4.51430, -0.27919, 3.09768)  0.23

- LUMO energy of number 3 (C49H47Cl5N4O3P2SSiTl)?
  -3.66 eV

- Which of these has the highest energy?
  C21H27N3O4S

- The lowest LUMO energy belongs to which entry?
  C49H47Cl5N4O3P2SSiTl

- What is the LUMO energy in the first record?
  0.55 eV